The following is a DFT calculation (ωB97M-V/def2-TZVPD) of a structure of composition C24H37N6O13S4 at a distorted geometry.

- HOMO-LUMO gap (Eh) = 0.2755
- lowest unoccupied orbital energy (eV) = 1.54
- E_HOMO (hartree) = -0.2189
- charge = -1
- electronic energy (eV) = -104376.4426

Geometry as XYZ:
```
84
Properties=species:S:1:pos:R:3:forces:R:3:lowdin_charge:R:1
C -6.429 0.388 2.590 0.1977 0.1164 -0.3829 -0.092
C -5.208 0.143 1.664 -0.8569 -0.2019 0.1141 -0.209
C -5.696 -0.097 0.234 0.1195 -0.1159 0.3969 -0.240
O -4.660 -0.521 -0.622 0.0458 0.1547 -0.2476 -0.174
C -4.569 -1.932 -0.679 0.0962 0.6069 0.3594 -0.267
S -3.194 -2.280 -1.805 0.2087 0.6234 -1.6932 0.520
O -3.551 -1.653 -3.058 -0.2249 -0.3617 0.1127 -0.333
O -2.014 -1.678 -1.201 -0.0612 -0.4027 0.6609 -0.360
N -3.077 -3.866 -2.054 -0.3687 0.6445 1.3851 -0.308
S -3.306 -4.812 -0.776 -0.1638 -1.3732 -0.2537 0.503
O -4.650 -4.775 -0.216 0.1243 0.6902 -0.1052 -0.362
O -2.901 -6.153 -1.154 0.3369 0.3163 -0.0993 -0.351
C -2.207 -4.278 0.560 -0.1867 -0.0429 0.2967 -0.274
C -1.009 -5.199 0.762 0.3526 0.5104 0.0869 -0.301
C 0.124 -4.868 -0.236 -0.7363 -0.7280 0.4472 -0.480
S 0.758 -3.260 0.238 0.4837 0.4970 -0.2029 0.964
C 1.288 -2.478 -1.241 -0.3397 -0.9467 0.3193 -1.056
S 1.188 -3.188 -2.699 0.0293 0.2890 -0.1466 0.756
N 1.758 -1.174 -0.932 0.3747 0.1272 -0.9282 -0.114
C 3.178 -1.078 -0.628 -0.2411 -0.2064 0.3784 -0.236
C 3.498 -0.345 0.498 -0.1062 0.2168 0.3394 -0.019
C 4.814 -0.088 0.852 -0.5646 -0.3049 -0.4223 -0.082
C 5.819 -0.601 0.046 0.0800 0.2569 0.5002 -0.086
C 5.497 -1.386 -1.049 0.2847 -0.3030 -0.4895 -0.083
C 4.181 -1.641 -1.410 -0.3894 0.3070 0.3226 -0.031
C 1.359 -0.165 -1.896 -0.4445 0.4741 0.2378 -0.233
C 1.944 0.008 -3.139 0.6005 -0.3978 -0.3641 -0.043
C 1.540 1.006 -4.012 -0.1726 -0.0195 0.4365 -0.069
C 0.536 1.882 -3.617 0.2344 -0.0778 -0.3881 -0.085
C -0.052 1.717 -2.375 -0.2832 0.3752 0.1066 -0.083
C 0.346 0.707 -1.518 0.2542 -0.1780 -0.0198 -0.009
H -6.468 1.423 2.929 -0.0089 -0.0484 0.1489 0.065
H -7.357 0.195 2.044 -0.0239 0.0200 0.0392 0.062
H -6.431 -0.284 3.447 0.0587 0.1313 0.0965 0.064
H -4.537 1.000 1.679 -0.2717 -0.4959 -0.0078 0.059
H -4.684 -0.739 2.034 0.2193 0.0149 -0.1975 0.108
H -6.115 0.836 -0.157 0.0920 -0.0261 -0.1376 0.129
H -6.508 -0.836 0.243 0.0090 -0.0020 -0.0349 0.119
H -5.506 -2.333 -1.067 0.2024 -0.3866 -0.0463 0.117
H -4.335 -2.328 0.314 -0.1092 -0.2302 -0.1437 0.094
H -1.909 -3.251 0.340 0.1409 -0.1178 0.0026 0.039
H -2.812 -4.248 1.467 -0.1720 -0.1347 -0.1289 0.097
H -1.290 -6.248 0.688 -0.0762 0.0402 -0.2599 0.103
H -0.650 -5.062 1.790 0.0434 0.0560 -0.0537 0.097
H 0.879 -5.651 -0.164 0.2243 0.2285 -0.1955 0.081
H -0.308 -4.865 -1.237 0.2432 0.2261 -0.0901 0.044
H 2.687 0.054 1.096 0.0118 -0.0277 -0.0502 0.106
H 4.998 0.528 1.719 0.0953 -0.1810 -0.2553 0.065
H 6.846 -0.371 0.303 0.0452 -0.1898 -0.1217 0.091
H 6.290 -1.812 -1.655 0.0050 0.0634 0.0299 0.099
H 3.895 -2.221 -2.276 0.2305 -0.1244 0.0003 0.088
H 2.744 -0.647 -3.458 -0.0708 -0.0446 0.1020 0.094
H 2.016 1.074 -4.981 -0.0424 0.1258 -0.0101 0.101
H 0.235 2.678 -4.288 -0.1224 0.0099 0.1167 0.101
H -0.830 2.407 -2.061 0.0403 -0.1725 -0.0131 0.083
H -0.096 0.596 -0.542 0.0543 -0.1353 -0.0969 0.080
C 7.622 1.391 4.587 -0.0645 0.1548 0.0785 0.047
N 7.161 0.843 3.282 -0.0324 0.1371 0.0439 -0.433
O 6.528 1.580 2.554 0.4242 0.1722 0.2268 0.058
O 7.451 -0.308 3.040 0.0519 -0.0189 -0.0287 0.074
H 7.291 2.420 4.663 -0.0275 -0.0109 -0.0532 0.093
H 7.185 0.778 5.369 0.0688 -0.0648 -0.0163 0.099
H 8.706 1.323 4.601 -0.0074 -0.0954 0.0220 0.097
C 2.145 3.937 -0.345 0.3773 -0.0762 0.0089 0.050
N 2.483 2.913 0.674 0.0690 -0.1771 -0.0224 -0.410
O 3.642 2.660 0.918 -0.0453 0.3226 -0.0234 0.077
O 1.537 2.362 1.208 -0.0747 -0.0176 0.1602 0.036
H 3.061 4.349 -0.752 0.0535 -0.0604 0.0465 0.103
H 1.566 3.436 -1.114 -0.0730 -0.0269 0.0360 0.076
H 1.563 4.699 0.158 -0.1000 -0.0113 0.0266 0.074
C -2.027 5.065 -1.376 -0.2095 0.1743 -0.0179 0.035
N -0.663 5.481 -0.950 -0.2371 -0.0653 0.0188 -0.424
O -0.521 5.895 0.181 0.1056 0.0673 -0.0138 0.069
O 0.232 5.369 -1.765 -0.1179 0.1829 -0.1856 0.039
H -2.705 5.216 -0.545 0.1066 -0.0276 -0.0477 0.082
H -2.300 5.678 -2.229 0.1200 -0.0315 -0.0962 0.103
H -1.973 4.015 -1.651 -0.0359 0.1316 -0.0137 0.074
C -1.584 1.312 1.383 -0.0603 -0.0695 0.1876 0.069
N -2.543 2.438 1.547 0.2845 -0.2330 0.1715 -0.407
O -3.373 2.360 2.428 0.3154 0.5290 0.1055 0.051
O -2.433 3.372 0.775 -0.1068 -0.0768 0.0955 0.044
H -1.803 0.559 2.131 -0.0982 0.0266 -0.0051 0.106
H -1.723 0.916 0.382 -0.1423 -0.0331 -0.0354 0.089
H -0.583 1.716 1.510 -0.0457 0.0533 -0.1191 0.075
```
Positions in Å, forces in eV/Å.

=====

The following is a DFT calculation (ωB97M-V/def2-TZVPD) of a structure of composition C4H3NaO5 at a distorted geometry.

- HOMO-LUMO gap (Eh) = 0.2632
- lowest unoccupied orbital energy (eV) = -0.66
- energy relative to the best compared isomer or geometry (same formula, charge and spin) (kcal/mol) = 29.05
- E_HOMO (hartree) = -0.2873
- electronic energy (eV) = -18849.6153

Geometry as XYZ:
```
13
Properties=species:S:1:pos:R:3:forces:R:3:lowdin_charge:R:1
C -0.306 0.253 1.073 0.3342 -0.1636 0.4845 -0.095
C 0.947 0.673 1.188 -0.6224 0.7081 -0.6807 -0.261
O 1.977 -0.330 0.990 -0.1809 -0.6485 0.0295 -0.065
C 3.148 -0.011 0.475 -0.5110 2.1295 -0.1099 -0.651
O 3.624 1.097 0.403 -0.1003 -0.7851 0.2848 0.128
O 3.682 -1.107 -0.063 0.7873 -1.4843 0.1787 0.126
H -1.004 1.082 1.258 0.1598 -0.2147 -0.1688 -0.006
H 1.398 1.670 1.205 -0.0852 -0.3280 0.3624 0.102
H 4.535 -1.277 0.359 0.1923 0.1932 -0.4428 0.132
O -1.531 -0.086 -2.325 1.1098 0.5897 0.8622 0.219
O 0.210 -1.402 -1.566 0.1227 0.9722 0.2036 0.137
C -0.602 -0.602 -1.850 -1.1397 -1.7137 -0.9575 -0.393
Na 0.399 -2.143 0.783 -0.0666 0.7453 -0.0460 0.628
```
Positions in Å, forces in eV/Å.

=====

The following is a DFT calculation (ωB97M-V/def2-TZVPD) of an isolated molecule of C5H10O.

- HOMO-LUMO gap (Eh) = 0.3891
- lowest unoccupied orbital energy (eV) = 1.18
- energy relative to the best compared isomer or geometry (same formula, charge and spin) (kcal/mol) = 28.63
- E_HOMO (hartree) = -0.3456
- electronic energy (eV) = -7393.5236

Geometry as XYZ:
```
16
Properties=species:S:1:pos:R:3:forces:R:3:lowdin_charge:R:1
C 1.135 1.487 1.446 0.0559 0.0119 0.0516 -0.114
C 0.232 0.880 0.377 -0.0653 -0.0007 -0.0352 -0.245
C 0.930 -0.228 -0.400 0.1932 0.0828 0.1717 -0.229
C -2.113 -1.331 -1.125 0.1478 -0.0304 -0.0297 0.034
C -0.815 -1.606 -1.123 -0.2846 -0.0988 0.0769 -0.257
O 0.133 -0.689 -1.485 -0.1024 -0.0281 -0.0746 -0.122
H 0.623 2.289 1.987 0.0661 -0.1130 -0.0727 0.070
H 1.446 0.737 2.182 -0.0435 0.0872 -0.1011 0.074
H 2.041 1.912 1.001 -0.1142 -0.0573 0.0625 0.073
H -0.683 0.480 0.830 0.1265 0.0449 -0.0515 0.107
H -0.081 1.648 -0.340 0.0580 -0.0832 0.0944 0.116
H 1.858 0.144 -0.846 -0.1082 -0.0341 0.0574 0.126
H 1.187 -1.066 0.269 -0.0297 0.1011 -0.1112 0.126
H -2.462 -0.333 -1.375 0.0299 -0.1621 -0.0033 0.068
H -2.840 -2.099 -0.886 0.1223 0.0954 -0.0451 0.055
H -0.424 -2.595 -0.865 -0.0517 0.1845 0.0099 0.118
```
Positions in Å, forces in eV/Å.

=====

The following is a DFT calculation (ωB97M-V/def2-TZVPD) of a structure of composition C17H22F3N4O3PPd.

- HOMO-LUMO gap (Eh) = 0.2972
- lowest unoccupied orbital energy (eV) = -7.12
- energy relative to the best compared isomer or geometry (same formula, charge and spin) (kcal/mol) = 0.00
- E_HOMO (hartree) = -0.5588
- charge = +2
- electronic energy (eV) = -50993.8444

Geometry as XYZ:
```
51
Properties=species:S:1:pos:R:3:forces:R:3:lowdin_charge:R:1
Pd -0.237 -1.625 0.299 -0.2889 -0.3605 0.1803 0.838
F 2.692 -0.464 3.947 -0.0063 0.0218 0.0040 0.212
C 2.507 0.523 3.095 -0.0240 -0.0531 0.0317 -0.562
F 3.682 0.988 2.682 0.0140 -0.0033 -0.0152 0.191
F 1.832 1.512 3.691 0.0061 0.0146 0.0033 0.186
C 1.667 0.051 1.883 -0.0352 -0.0008 -0.0540 -0.428
O 1.684 0.894 0.907 0.0776 0.0340 -0.0290 -0.124
O 1.055 -1.006 1.935 0.0078 0.1110 -0.1105 0.041
C -1.700 -2.484 -0.878 0.0514 0.0153 -0.0235 -0.066
C -1.835 -3.058 0.424 0.0152 -0.0590 0.0410 -0.372
C -1.315 -4.341 0.773 -0.0244 -0.0077 -0.0081 0.001
C -1.175 -4.690 2.083 0.0027 -0.0052 -0.0059 0.023
C -1.514 -3.774 3.111 -0.0086 0.0158 0.0204 -0.182
C -2.011 -2.526 2.816 -0.0067 -0.0237 0.0133 0.004
C -2.173 -2.150 1.471 0.0962 -0.0156 -0.0619 -0.080
C -1.334 -4.162 4.483 -0.0043 0.0091 -0.0142 -0.147
N -1.175 -4.464 5.579 0.0005 -0.0029 -0.0007 0.218
H -2.416 -1.723 -1.175 0.0127 0.0173 0.0173 0.075
H -1.335 -3.107 -1.687 -0.0028 -0.0039 0.0019 0.090
H -1.054 -5.035 -0.015 0.0032 -0.0005 0.0020 0.134
H -0.796 -5.666 2.356 0.0003 -0.0007 -0.0048 0.141
H -2.298 -1.852 3.611 0.0048 0.0032 -0.0011 0.139
H -2.725 -1.247 1.237 0.0242 0.0139 -0.0075 0.120
C 0.340 3.051 -3.083 0.0163 0.0162 -0.0063 -0.084
N -0.803 2.046 -2.850 0.0065 -0.0181 0.0000 -0.054
C -1.756 2.635 -1.816 0.0162 0.0230 0.0456 -0.088
N -1.036 2.923 -0.625 -0.0535 -0.0157 -0.0244 -0.124
C 0.050 3.871 -0.878 0.0216 0.0083 0.0021 -0.111
N 0.994 3.339 -1.860 -0.0174 0.0144 0.0141 -0.126
C 1.817 2.258 -1.317 -0.0036 0.0113 0.0584 -0.156
P 0.731 0.906 -0.721 0.4534 0.2986 -0.2040 0.871
C -0.242 0.748 -2.352 0.0222 0.0194 -0.0082 -0.125
C -0.651 1.773 0.177 -0.0346 -0.0873 0.0343 -0.169
H -0.119 3.949 -3.498 -0.0089 -0.0090 -0.0036 0.156
H 1.013 2.606 -3.814 -0.0020 -0.0011 0.0002 0.154
H -1.298 1.898 -3.734 -0.0052 -0.0014 0.0024 0.193
H -2.550 1.910 -1.646 -0.0029 -0.0025 -0.0042 0.152
H -2.172 3.546 -2.247 -0.0002 -0.0016 -0.0100 0.156
H 0.571 4.086 0.054 0.0019 -0.0022 -0.0019 0.154
H -0.375 4.799 -1.260 -0.0030 -0.0018 0.0015 0.152
H 2.428 2.643 -0.504 -0.0063 -0.0030 -0.0049 0.124
H 2.486 1.869 -2.089 -0.0065 0.0079 -0.0104 0.129
H -1.065 0.041 -2.239 -0.0058 -0.0040 0.0106 0.095
H 0.427 0.364 -3.121 -0.0014 -0.0084 -0.0006 0.121
H -0.304 2.105 1.153 -0.0138 0.0096 -0.0015 0.120
H -1.502 1.104 0.314 -0.0022 -0.0077 -0.0054 0.103
C 2.684 -1.031 -0.922 0.0438 -0.0119 0.0171 -0.003
O 1.279 -0.612 -1.016 -0.3090 0.0452 0.0941 -0.407
H 2.707 -1.992 -0.419 -0.0028 0.0080 0.0215 0.104
H 3.268 -0.299 -0.373 0.0014 -0.0019 0.0079 0.100
H 3.050 -1.130 -1.940 -0.0200 -0.0034 -0.0035 0.109
```
Positions in Å, forces in eV/Å.

=====

The following is a DFT calculation (ωB97M-V/def2-TZVPD) of a structure of composition C30H25F5N4O8ScTe at a distorted geometry.

- HOMO-LUMO gap (Eh) = 0.2863
- lowest unoccupied orbital energy (eV) = 2.38
- energy relative to the best compared isomer or geometry (same formula, charge and spin) (kcal/mol) = 14.37
- E_HOMO (hartree) = -0.1990
- charge = -1
- electronic energy (eV) = -95445.0416

Geometry as XYZ:
```
74
Properties=species:S:1:pos:R:3:forces:R:3:lowdin_charge:R:1
Sc 1.376 0.044 0.549 -0.6682 -0.6790 0.3313 1.040
O 3.207 -0.355 1.113 -1.4254 -0.6787 0.5302 -0.140
C 4.194 0.470 1.003 0.0953 -0.2663 -0.6685 -0.392
C 5.312 -0.037 0.366 0.2903 -1.4677 -0.9902 -0.036
C 6.402 0.753 0.187 1.4963 -1.5410 -1.4640 -0.130
C 6.392 2.065 0.529 -0.0661 2.3762 1.5275 -0.119
C 5.288 2.602 1.213 -0.0746 0.5600 -0.3688 -0.043
C 4.154 1.821 1.410 0.1229 -0.2306 1.1466 -0.160
C 3.038 2.254 2.274 0.0110 0.0489 -0.8726 -0.054
N 1.863 1.810 2.013 -0.2814 0.2901 0.3868 -0.069
N 0.818 2.133 2.902 -1.4684 -2.2388 -0.2576 0.055
C -0.030 1.061 2.913 1.1142 -0.5354 0.9931 -0.367
O 0.138 -0.056 2.252 -0.3366 1.9358 0.1669 -0.122
C -1.081 0.973 4.061 2.9354 1.3599 -0.3776 -0.141
C -0.734 1.681 5.218 -1.0646 0.2981 -0.4103 -0.043
C -1.635 1.658 6.276 -0.0611 0.2825 0.8812 -0.103
C -2.796 0.855 6.275 0.4619 0.1230 -1.0430 -0.086
C -3.079 0.086 5.110 1.2385 0.2741 2.0865 -0.078
C -2.139 0.121 4.093 -1.9859 -1.0765 -1.9962 -0.061
H 5.272 -1.052 -0.140 -0.0714 1.2768 1.1368 0.150
H 7.273 0.281 -0.325 -0.5972 0.7016 0.3943 0.119
H 7.266 2.687 0.395 0.0412 0.0220 -0.1588 0.089
H 5.201 3.668 1.544 0.5486 -0.9889 -0.3587 0.119
H 3.269 2.909 3.133 -0.4414 -0.2069 -0.3408 0.135
H 0.162 2.301 5.191 -0.3364 -0.1855 0.2097 0.102
H -1.415 2.315 7.143 -0.2314 -0.6678 -0.4450 0.101
H -3.413 0.865 7.172 -0.0843 -0.1342 -0.3496 0.088
H -3.842 -0.686 5.098 -0.1792 0.4006 -0.0442 0.095
H -2.382 -0.496 3.207 0.5509 0.3595 0.4398 0.122
C -0.074 3.285 -0.570 -1.6621 0.6501 2.4124 0.034
C -0.940 2.091 -0.671 -1.7736 -0.9027 0.0149 -0.420
O -0.486 0.947 -0.506 -0.4121 0.8143 0.2811 -0.029
N -2.276 2.266 -1.042 2.7289 -1.5631 1.0113 0.095
C -3.018 1.148 -1.600 0.7517 -0.9014 1.2153 -0.102
C -4.166 0.715 -0.682 -0.4573 -0.2054 -1.1455 -0.252
C -4.003 -0.275 0.277 -0.5084 0.5988 0.0075 0.001
C -5.121 -0.648 1.035 0.9639 0.7292 -0.2885 -0.068
C -6.338 -0.014 0.840 -0.0061 -0.0232 -0.1163 -0.080
C -6.398 0.998 -0.155 -0.7552 -1.7800 0.6914 -0.151
N -5.360 1.272 -0.952 -0.5690 0.7843 0.7148 0.089
H -0.559 4.258 -0.422 -0.2021 -0.3879 -0.2749 0.104
H 0.443 3.243 -1.436 1.9011 0.3453 -3.0325 0.052
H 0.647 3.171 0.209 0.4132 -0.2617 0.6519 0.066
H -2.546 3.160 -1.320 -0.3712 1.5043 -0.3132 0.113
H -2.277 0.316 -1.702 -0.7359 0.5931 -0.0552 0.135
H -3.321 1.505 -2.559 -0.7897 -0.3149 -0.6956 0.113
H -3.022 -0.696 0.421 0.1513 -0.3232 0.1669 0.103
H -4.925 -1.343 1.823 -0.3722 -0.5975 0.2857 0.097
H -7.217 -0.373 1.428 0.6992 0.7595 -0.6118 0.107
H -7.434 1.403 -0.281 1.3152 0.2479 -0.5286 0.106
O -1.250 -2.765 0.261 0.0345 0.2857 0.2800 0.037
C -0.243 -2.516 -0.396 -1.6563 -0.8768 -0.2767 -0.598
O 0.746 -1.821 -0.030 1.3595 1.0747 0.2649 -0.081
C -0.208 -3.080 -1.788 -0.3225 0.1489 -1.4921 -0.120
C -1.398 -3.282 -2.492 -1.6095 0.3326 2.7642 -0.039
C -1.460 -3.783 -3.757 2.0026 -0.1324 -0.8754 0.010
C -0.203 -4.030 -4.329 -0.9393 -0.5822 -0.7412 -0.202
O 0.017 -4.550 -5.586 -0.3261 -0.3030 -0.7361 0.007
C 1.334 -5.056 -5.579 0.0581 -0.6200 0.9551 -0.161
O 2.016 -4.363 -4.530 0.1091 0.5300 0.2750 0.020
C 1.007 -3.874 -3.707 -0.9993 -0.3909 -0.5143 -0.188
C 0.973 -3.348 -2.452 2.3318 0.0850 1.6361 0.039
H -2.320 -3.123 -1.867 0.8497 -0.0780 -0.9421 0.132
H -2.362 -4.003 -4.273 -0.5517 -0.0485 -0.3456 0.105
H 1.830 -4.897 -6.546 -0.1946 0.1189 0.3480 0.135
H 1.336 -6.156 -5.300 -0.1309 0.8884 -0.3831 0.145
H 1.890 -3.181 -1.890 -0.1195 -0.0840 -0.2175 0.125
F 4.462 0.753 -2.586 0.1536 -0.0852 0.4034 -0.348
Te 2.614 0.679 -2.749 1.8586 -1.7611 -0.5109 1.759
F 0.875 0.725 -3.298 -1.3203 -0.3865 -0.3639 -0.341
F 2.705 -1.202 -2.481 -0.1540 1.1611 -0.1371 -0.347
F 3.013 0.266 -4.502 -0.1286 -0.4314 -0.6612 -0.357
F 2.733 2.392 -3.357 -0.0887 1.5551 -0.0585 -0.356
O 2.205 1.059 -1.073 -0.0587 0.4220 0.8534 -0.559
```
Positions in Å, forces in eV/Å.

=====

- Which value of lowest unoccupied orbital energy does entry 3 give?
  1.18 eV